Formula: C4H5NO
Source: the OMol25 dataset
Level of theory: ωB97M-V/def2-TZVPD

CARTESIAN COORDINATES (ANGSTROEM)
C1 -1.70228 0.04795 0.19012
C2 -0.30381 -0.52931 0.24551
C3 0.77405 0.25785 -0.44501
C4 2.14358 0.21119 0.04339
N1 1.97988 -0.53970 -0.93716
O1 -0.05451 -1.57812 0.79975
H1 -2.28280 -0.31688 1.03993
H2 -1.69686 1.14302 0.17916
H3 -2.19073 -0.29146 -0.73157
H4 0.45076 1.08100 -1.08299
H5 2.91019 0.53498 0.73829

SMILES   CC(=O)[C@H]1C=N1
HOMO   -9.8227 eV
Charge   0
HOMO-LUMO gap   0.3958 Eh
E   -285.3370 a.u.